[1]
12
Properties=species:S:1:pos:R:3:forces:R:3:lowdin_charge:R:1 method="wB97M-V/def2-TZVPD" lumo_energy_ev=-6.4 largest_force_ev_per_a=2.90 homo_ev=-16.25 relative_energy_kcal_mol=115.0 homo_lumo_gap_ev=9.879 total_charge=+1 multiplicity=1
N -1.536 -0.413 -0.171 0.726 2.186 -0.352 0.267
C 0.612 0.723 -0.283 -1.634 -2.118 0.941 -0.080
C -0.354 -0.990 0.408 1.541 1.346 0.765 -0.164
C -0.092 0.497 0.968 -1.370 -1.407 0.952 0.131
C -1.014 0.754 -0.455 1.268 2.021 -1.643 -0.040
C 0.890 -0.769 -0.462 0.090 -0.046 -0.248 -0.024
H 1.897 -0.946 -0.061 -0.626 -0.493 0.481 0.150
H -0.533 0.965 1.900 0.645 -0.325 -1.415 0.196
H 1.272 1.490 -0.515 0.372 1.814 -0.650 0.143
H -0.655 -1.802 0.944 0.048 -2.366 1.587 0.126
H -1.313 1.730 -0.850 -1.066 -0.715 0.288 0.168
H 0.826 -1.240 -1.424 0.005 0.103 -0.706 0.127

---

[2]
41
Properties=species:S:1:pos:R:3:forces:R:3:lowdin_charge:R:1 method="wB97M-V/def2-TZVPD" lumo_energy_ev=-10.7 largest_force_ev_per_a=7.56 homo_ev=-19.19 homo_lumo_gap_ev=8.444 total_charge=+3 multiplicity=1
Hf 0.924 0.292 -0.321 1.333 1.744 -0.160 0.582
I 1.741 -1.768 -1.740 -0.352 -0.780 -0.160 0.341
Cl 2.896 1.429 -0.922 -1.066 -0.039 0.459 0.111
P 1.212 -0.489 2.142 1.087 -0.474 2.171 0.683
P -1.006 1.300 -1.830 -1.462 1.071 -2.337 0.695
O -2.102 -4.032 -0.620 3.920 -4.815 -4.315 0.337
O 0.392 2.199 0.974 0.684 0.207 -1.523 -0.329
C -2.542 2.153 -1.374 -0.146 0.054 0.896 -0.231
C 1.541 -2.242 2.494 -0.168 -0.274 -0.707 -0.241
C -0.683 2.780 1.724 -0.913 1.214 0.937 -0.077
C -0.139 2.582 -2.829 1.019 0.028 0.595 -0.237
C -0.394 -5.311 -2.128 -0.136 -0.932 -0.343 0.053
C -1.427 -4.723 -1.300 -2.910 4.804 3.763 0.090
C -1.692 0.358 -3.243 0.354 -0.924 0.352 -0.247
C 0.270 0.016 3.595 -0.700 0.211 0.058 -0.229
C 2.829 0.295 2.534 0.291 0.164 -0.915 -0.232
H 1.992 -2.692 1.603 -0.089 -0.142 0.223 0.026
H -0.128 3.554 -2.306 0.046 -0.366 -0.299 0.073
H -2.366 2.853 -0.547 -0.308 -0.072 -0.432 0.029
H -1.278 2.033 2.224 0.020 -0.503 -0.142 0.086
H 0.012 1.081 3.530 0.118 -0.399 0.258 0.032
H -0.274 3.438 2.510 -0.057 -0.204 -0.456 0.127
H 0.569 -5.356 -1.552 -0.844 0.126 -0.238 0.149
H 0.898 2.248 -2.994 -0.269 0.354 -0.094 0.029
H -0.937 -0.358 -3.578 -0.238 -0.034 -0.212 0.029
H 3.321 -0.326 3.292 -0.152 0.292 -0.050 0.075
H -0.626 2.660 -3.806 -0.023 0.138 0.324 0.068
H -0.698 -6.358 -2.411 0.195 0.765 0.222 0.163
H -2.602 -0.167 -2.926 0.243 0.042 -0.206 0.062
H -1.910 1.058 -4.056 -0.082 -0.170 0.279 0.070
H 2.708 1.338 2.865 -0.019 -0.429 -0.046 0.076
H -2.953 2.677 -2.260 0.371 -0.252 0.436 0.095
H 3.455 0.299 1.629 0.093 0.021 0.424 0.017
H 0.786 2.951 0.465 0.055 -0.656 0.603 0.114
H -0.646 -0.587 3.641 0.136 0.256 0.223 0.069
H -1.355 3.357 1.076 0.395 -0.103 0.191 0.088
H 0.889 -0.161 4.498 -0.293 0.031 -0.516 0.096
H -0.272 -4.703 -3.065 -0.273 -0.313 0.773 0.150
H 0.597 -2.750 2.741 0.370 0.053 -0.054 0.066
H -3.263 1.396 -1.042 0.018 0.261 -0.023 0.066
H 2.261 -2.325 3.312 -0.248 0.043 0.040 0.073

---

[3]
15
Properties=species:S:1:pos:R:3:forces:R:3:lowdin_charge:R:1 method="wB97M-V/def2-TZVPD" lumo_energy_ev=0.8 largest_force_ev_per_a=3.81 homo_ev=-9.77 relative_energy_kcal_mol=31.4 homo_lumo_gap_ev=10.582 multiplicity=1
O -1.202 1.169 0.241 0.799 -0.160 -1.162 0.070
O -3.062 0.115 -0.431 0.091 -0.271 -0.475 0.081
N -1.440 -1.105 0.493 0.399 -0.974 -0.076 0.163
N 1.241 -1.325 -0.519 -0.657 -0.805 -0.335 0.038
C -1.766 0.126 0.006 -1.822 0.483 2.157 -0.635
C 1.244 -0.078 -0.663 2.728 1.693 2.052 -0.267
C 1.984 0.980 0.326 -0.953 -1.236 -2.362 -0.051
H 2.432 0.564 1.224 -0.629 -0.140 0.203 0.061
H -3.370 1.024 -0.552 0.299 0.024 0.101 0.117
H 2.829 1.307 -0.276 0.177 0.197 -0.173 0.054
H 0.960 0.360 -1.618 -0.375 -0.059 0.037 0.102
H -2.183 -1.759 0.690 -0.110 0.241 -0.566 0.106
H 1.558 -1.675 0.387 0.339 0.512 -0.031 0.060
H 1.324 1.837 0.427 0.018 -0.073 0.546 0.049
H -0.549 -1.540 0.265 -0.304 0.568 0.086 0.052

---

[4]
12
Properties=species:S:1:pos:R:3:forces:R:3:lowdin_charge:R:1 method="wB97M-V/def2-TZVPD" lumo_energy_ev=0.7 smiles="O=C1CCN=CO1" largest_force_ev_per_a=0.63 homo_ev=-10.52 relative_energy_kcal_mol=10.6 homo_lumo_gap_ev=11.230 multiplicity=1
O -1.098 -1.080 0.695 0.000 -0.072 -0.110 0.074
O -0.175 -2.457 -0.775 -0.020 0.567 0.263 0.142
N -0.698 1.259 0.674 -0.112 -0.384 0.259 0.063
C 0.878 -0.307 -0.506 0.027 -0.003 -0.008 -0.069
C -0.157 -1.376 -0.261 0.116 -0.385 -0.235 -0.450
C 0.361 1.127 -0.308 0.102 0.011 -0.095 -0.203
C -1.267 0.226 1.103 0.109 0.400 0.000 -0.185
H 1.688 -0.515 0.205 -0.123 -0.002 -0.055 0.135
H -2.014 0.268 1.891 0.023 -0.010 -0.151 0.133
H 1.178 1.763 0.044 -0.035 -0.051 -0.163 0.114
H 0.022 1.563 -1.254 -0.060 -0.110 0.133 0.120
H 1.282 -0.471 -1.508 -0.027 0.039 0.161 0.127